{"formula": "C5H16N2O", "method": "ωB97M-V/def2-TZVPD", "de_lowest_kcal_mol": 26.7, "energy_ev": -10462.800, "orbital_gap_ev": [9.9, 5.1], "e_lumo_ev": [-3.26, -8.00], "charge": 1, "spin_multiplicity": 2, "elements": ["C", "C", "C", "C", "C", "N", "N", "H", "H", "H", "H", "H", "H", "H", "H", "H", "H", "H", "H", "H", "H", "H", "H", "O"], "coordinates": [[1.063, 1.514, 0.375], [1.348, 0.267, 1.190], [0.607, -0.962, 0.725], [-0.886, -1.127, 1.228], [-2.508, 0.473, 0.211], [-1.899, -0.812, 0.246], [2.769, -0.038, 1.427], [1.839, 2.270, 0.461], [0.200, 2.109, 0.718], [0.864, 1.249, -0.665], [0.864, 0.403, 2.181], [0.610, -1.044, -0.381], [1.145, -1.858, 1.062], [-1.040, -2.182, 1.458], [-0.917, -0.523, 2.135], [-3.082, 0.642, -0.695], [-3.225, 0.416, 1.071], [-2.029, 1.403, 0.572], [-1.563, -1.163, -0.656], [3.139, -0.410, 0.551], [3.249, 0.855, 1.520], [0.454, -0.667, -5.380], [-0.825, -0.703, -4.455], [-0.178, -0.112, -4.898]], "forces_ev_per_angstrom": [[-0.7, 0.6, -0.2], [-0.8, 0.4, 1.9], [-0.1, -1.4, -1.7], [0.5, -0.2, 0.7], [-2.4, -0.1, 1.3], [3.1, 2.1, -0.4], [-0.5, 0.1, -1.0], [0.4, -0.3, -0.3], [-0.1, -0.6, 0.1], [0.3, 0.3, -0.2], [0.8, 0.4, 0.0], [0.1, 0.1, 0.3], [-0.2, 0.2, 0.1], [0.1, -0.1, 0.2], [-0.9, -0.1, -0.1], [0.2, 0.0, -0.1], [-0.2, 0.0, -0.5], [1.1, -0.7, -0.4], [-0.9, -0.4, -0.1], [0.1, -0.1, 0.2], [0.1, -0.1, 0.3], [-0.4, 0.0, 0.2], [0.8, 0.4, -0.8], [-0.4, -0.4, 0.5]], "lowdin_charge": [-0.05, -0.48, -0.13, -0.12, -0.01, 0.11, 0.05, 0.08, 0.07, 0.08, 0.13, 0.12, 0.13, 0.15, 0.13, 0.11, 0.15, 0.13, 0.17, 0.09, 0.08, 0.04, 0.04, -0.08]}